Computed, not measured: the molecule C3H7NO3, with ωB97M-V/def2-TZVPD.

## Properties
Energy relative to the best compared isomer or geometry (same formula, charge and spin) = 111.8 kcal/mol
Highest occupied orbital energy = -9.000 eV
Gap between HOMO and LUMO = 9.842 eV
SMILES = C=C(O)[C@H](N)OO
Maximum force = 0.0288 hartree/bohr

The geometry in XYZ format:
```
14
Properties=species:S:1:pos:R:3:mulliken_charge:R:1
C 0.97 -0.91 1.07 -1.0446
C 0.89 -0.20 -0.05 0.6978
N -0.35 1.84 0.35 -0.6210
C -0.31 0.63 -0.40 0.0079
O -1.52 -0.17 -0.03 -0.2601
O -1.70 -1.35 -0.80 -0.3595
O 1.81 -0.22 -1.05 -0.4796
H -2.47 -1.16 -1.35 0.3142
H 2.48 -0.89 -0.86 0.3209
H -0.32 1.65 1.34 0.2934
H -1.19 2.37 0.14 0.2581
H 0.21 -0.85 1.83 0.2768
H 1.80 -1.57 1.27 0.2729
H -0.30 0.85 -1.47 0.3230
```

Computed, not measured: a 2-piece molecular cluster, C4H16N3O overall, with ωB97M-V/def2-TZVPD.

## Properties
2S+1 = 2
Energy relative to the best compared isomer or geometry (same formula, charge and spin) = 26.8 kcal/mol
Highest occupied orbital energy (alpha / beta) = -2.803 / -8.859 eV
Gap between HOMO and LUMO (alpha / beta) = 3.495 / 9.422 eV
Maximum force = 0.0587 hartree/bohr

The geometry in XYZ format:
```
24
Properties=species:S:1:pos:R:3:mulliken_spin:R:1
N 0.05 -2.06 0.68 1.9808
C -0.61 -1.89 -0.65 0.6183
C -1.77 -0.93 -0.47 0.3857
N -1.29 0.26 0.20 -0.1269
C -0.95 1.49 -0.56 0.0808
C 0.57 1.91 -0.66 0.0338
N 1.25 1.89 0.65 0.1242
H -0.58 -2.72 1.26 -0.9233
H 0.07 -1.18 1.22 -0.1531
H 1.07 -2.35 0.55 -0.1286
H -1.22 -2.82 -0.80 -0.3491
H 0.10 -1.76 -1.46 -0.1022
H -2.60 -1.31 0.16 -0.1501
H -2.25 -0.74 -1.45 0.0495
H -1.47 0.44 1.18 -0.2295
H -1.31 1.25 -1.59 0.0327
H -1.41 2.41 -0.14 0.0009
H 0.42 2.86 -1.21 0.0151
H 1.19 1.26 -1.42 -0.0092
H 2.11 2.37 0.34 -0.0267
H 0.73 2.46 1.32 -0.0339
H 2.12 0.28 0.69 -0.0077
H 3.27 -0.51 1.39 0.0010
O 2.53 -0.61 0.77 -0.0826
```

Computed, not measured: C19H24ClIN4O6W as an isolated structure, with ωB97M-V/def2-TZVPD.

## Properties
2S+1 = 3
Charge = +2
Energy relative to the best compared isomer or geometry (same formula, charge and spin) = 21.5 kcal/mol
Highest occupied orbital energy (alpha / beta) = -13.114 / -13.532 eV
Gap between HOMO and LUMO (alpha / beta) = 7.357 / 7.032 eV
Maximum force = 0.0784 hartree/bohr

The geometry in XYZ format:
```
56
Properties=species:S:1:pos:R:3:mulliken_spin:R:1
W -0.79 -0.01 -0.29 1.7554
C 1.45 4.14 0.95 0.0001
N 2.11 2.86 1.21 0.0124
C 3.39 2.93 1.94 -0.0013
C 1.42 1.70 1.09 0.0122
O 0.31 1.65 0.44 0.0087
C 1.94 0.41 1.58 0.0013
O 1.04 -0.56 1.04 0.0216
C 0.83 -1.71 1.98 0.0039
C -0.63 -1.48 2.39 0.0056
O -1.33 -0.78 1.62 -0.0002
N -1.13 -1.97 3.50 0.0147
C -0.41 -2.99 4.36 -0.0011
C -2.49 -1.74 3.94 -0.0004
H 0.91 4.30 1.90 0.0000
H 0.78 3.89 0.12 0.0002
H 2.22 4.82 0.68 0.0000
H 3.71 1.95 2.31 -0.0002
H 3.33 3.59 2.88 0.0009
H 4.13 3.28 1.26 0.0006
H 1.99 0.46 2.65 -0.0013
H 2.92 0.15 1.20 0.0015
H 1.62 -1.61 2.75 -0.0010
H 0.94 -2.59 1.36 0.0013
H 0.62 -3.27 4.01 0.0001
H -1.00 -3.90 4.39 0.0004
H -0.28 -2.58 5.38 0.0006
H -2.57 -0.83 4.65 0.0006
H -2.91 -2.57 4.58 0.0004
H -3.17 -1.48 3.17 -0.0001
Cl 2.12 -0.87 -6.49 0.0041
C 1.58 -1.04 -4.86 0.0280
C 1.73 -2.27 -4.19 -0.0263
C 1.22 -2.50 -2.92 0.0182
I 1.51 -4.27 -1.86 0.0037
C 0.53 -1.52 -2.29 0.0737
O -0.02 -1.63 -1.08 0.0086
C 0.36 -0.29 -2.89 -0.0235
N -0.32 0.66 -2.20 -0.0733
C -0.62 1.84 -2.77 0.0494
C -0.11 2.20 -4.00 -0.0186
C 0.61 1.32 -4.72 0.0620
C 0.86 0.02 -4.26 -0.0049
H 2.19 -3.01 -4.73 -0.0015
H -1.13 2.54 -2.14 0.0114
H -0.25 3.16 -4.41 0.0023
H 1.13 1.66 -5.58 0.0023
N -2.57 -1.19 -0.80 -0.0026
C -3.79 -0.38 -1.00 0.0022
C -3.53 1.11 -0.74 0.0095
O -4.35 1.98 -0.84 0.0153
O -2.22 1.33 -0.39 0.0112
H -2.37 -1.87 -1.54 0.0052
H -2.73 -1.77 0.03 0.0089
H -4.52 -0.75 -0.29 -0.0013
H -4.25 -0.54 -2.04 -0.0009
```

Computed, not measured: C13H18Cl14CuF9MgO9S3 as an isolated structure, with ωB97M-V/def2-TZVPD.

## Properties
2S+1 = 2
Charge = +1
Highest occupied orbital energy (alpha / beta) = -12.744 / -12.743 eV
Gap between HOMO and LUMO (alpha / beta) = 8.034 / 5.108 eV
Maximum force = 0.0530 hartree/bohr

The geometry in XYZ format:
```
68
Properties=species:S:1:pos:R:3:mulliken_spin:R:1
Cu 25.83 -5.66 1.98 0.7672
Mg 24.11 -8.84 -0.85 -0.0012
C 22.22 -4.76 -0.78 -0.0003
F 21.86 -3.72 -0.04 -0.0001
F 21.19 -5.21 -1.48 0.0000
F 23.19 -4.39 -1.61 0.0000
S 22.82 -6.07 0.34 -0.0072
O 23.32 -7.12 -0.54 0.0018
O 23.88 -5.46 1.11 0.0052
O 21.66 -6.45 1.08 -0.0006
C 28.11 -6.92 -1.77 0.0127
F 28.84 -7.94 -2.17 0.0018
F 28.87 -5.98 -1.23 0.0001
F 27.43 -6.42 -2.78 0.0011
S 26.94 -7.55 -0.47 0.0054
O 26.43 -6.33 0.22 0.0902
O 25.84 -8.14 -1.22 0.0034
O 27.70 -8.43 0.34 -0.0003
C 23.42 -9.18 3.40 0.0110
F 22.34 -8.96 2.68 0.0004
F 23.43 -8.36 4.44 0.0000
F 23.47 -10.43 3.81 0.0014
S 24.95 -8.85 2.40 -0.0051
O 25.96 -9.69 2.92 0.0083
O 24.60 -9.09 1.01 0.0016
O 25.17 -7.40 2.63 0.0846
Cl 22.48 -12.20 -3.03 0.0000
C 23.12 -11.23 -4.39 0.0000
C 22.59 -9.83 -4.36 0.0000
Cl 23.31 -8.80 -3.07 0.0001
H 22.77 -11.71 -5.31 0.0000
H 24.20 -11.28 -4.35 0.0000
H 21.52 -9.83 -4.16 0.0000
H 22.68 -9.27 -5.29 0.0000
Cl 21.79 -9.77 -0.20 -0.0002
C 20.12 -10.27 0.20 0.0000
C 19.26 -10.23 -1.02 0.0000
Cl 18.99 -8.56 -1.55 0.0000
H 19.79 -9.64 1.02 0.0000
H 20.13 -11.29 0.58 0.0000
H 18.31 -10.74 -0.85 0.0000
H 19.73 -10.76 -1.85 0.0000
Cl 21.13 -4.15 6.33 0.0001
C 21.40 -5.65 5.41 0.0000
C 21.93 -5.39 4.03 0.0016
Cl 23.53 -4.56 4.09 0.0146
H 20.45 -6.17 5.32 -0.0001
H 22.08 -6.27 5.98 -0.0001
H 21.28 -4.76 3.43 0.0004
H 22.14 -6.34 3.55 -0.0001
Cl 25.20 -2.44 0.53 0.0021
C 23.84 -1.29 0.35 0.0000
C 24.22 0.11 0.75 0.0001
Cl 25.71 0.67 -0.06 0.0000
H 23.08 -1.62 1.06 -0.0001
H 23.45 -1.35 -0.66 0.0001
H 24.47 0.13 1.80 0.0000
H 23.43 0.79 0.45 0.0001
C 18.79 -6.13 1.55 0.0000
Cl 19.07 -6.45 3.25 0.0000
Cl 18.78 -4.40 1.27 0.0000
Cl 17.27 -6.87 1.04 0.0000
H 19.58 -6.56 0.95 0.0000
C 23.63 -4.90 -5.23 0.0000
Cl 22.64 -6.20 -5.90 0.0000
Cl 24.55 -4.10 -6.47 0.0000
Cl 24.66 -5.51 -3.95 0.0001
H 22.94 -4.19 -4.79 0.0000
```

- Among the records above, which one has the highest maximum force?
  C19H24ClIN4O6W

- Which of these has the highest maximum force?
  C19H24ClIN4O6W

Please write out number 1 again, unchanged.
Computed, not measured: the molecule C3H7NO3, with ωB97M-V/def2-TZVPD.

## Properties
Energy relative to the best compared isomer or geometry (same formula, charge and spin) = 111.8 kcal/mol
Highest occupied orbital energy = -9.000 eV
Gap between HOMO and LUMO = 9.842 eV
SMILES = C=C(O)[C@H](N)OO
Maximum force = 0.0288 hartree/bohr

The geometry in XYZ format:
```
14
Properties=species:S:1:pos:R:3:mulliken_charge:R:1
C 0.97 -0.91 1.07 -1.0446
C 0.89 -0.20 -0.05 0.6978
N -0.35 1.84 0.35 -0.6210
C -0.31 0.63 -0.40 0.0079
O -1.52 -0.17 -0.03 -0.2601
O -1.70 -1.35 -0.80 -0.3595
O 1.81 -0.22 -1.05 -0.4796
H -2.47 -1.16 -1.35 0.3142
H 2.48 -0.89 -0.86 0.3209
H -0.32 1.65 1.34 0.2934
H -1.19 2.37 0.14 0.2581
H 0.21 -0.85 1.83 0.2768
H 1.80 -1.57 1.27 0.2729
H -0.30 0.85 -1.47 0.3230
```